[1]
This record from the OMol25 dataset describes a structure of composition C37H28AuNO9Se. The level of theory is wB97M-V/def2-TZVPD.

Calculated values
- Electronic energy: -127775.4673 eV
- Total charge: -2
- Spin multiplicity: 3
- Lowest unoccupied orbital energy (spin up / spin down): 4.146 / 3.248 eV

```
77
Properties=species:S:1:pos:R:3:forces:R:3
Au -0.81617 0.57734 -2.06534 -0.3946 0.4793 0.0728
O 3.27179 2.42236 -6.58006 0.2023 0.0973 -0.2855
C 2.55566 1.93161 -5.73812 -0.2438 -0.0892 0.2928
C 1.13191 2.31754 -5.42872 0.1514 -0.1891 0.0333
O 0.45274 3.12300 -6.05668 -0.0406 0.1004 -0.0329
C 0.76110 1.54382 -4.26704 0.0313 -0.0472 0.0497
C 1.79907 0.65201 -3.83497 0.0005 0.2570 -0.1979
O 1.76889 -0.11986 -2.86307 -0.1327 -0.1611 0.0913
C 2.93727 0.81800 -4.78531 -0.3617 0.1911 -0.0036
O 3.96844 0.18386 -4.80946 0.3343 -0.1505 0.0037
O -0.41664 1.66750 -3.70803 0.2180 -0.1565 0.0333
C 1.10144 -1.83627 3.48670 -0.0604 -0.0653 0.1913
C 1.61433 -1.06566 2.29546 -0.0818 0.1559 -0.2104
C 3.11359 -0.81769 2.37732 0.1789 -0.0129 0.0341
O 0.91564 0.15829 2.19646 -0.0514 -0.0045 -0.1416
C 0.89803 0.47784 0.79445 -0.1802 -0.0276 0.2402
C 0.67618 -0.91576 0.14655 0.0293 -0.0824 0.0366
O 1.32918 -1.77481 1.09909 -0.0270 -0.0332 -0.0980
C -0.75402 -1.46187 -0.22090 -0.1310 0.0257 0.0163
O -1.56056 -0.35476 -0.51782 0.2318 -0.2934 -0.0658
C -1.47316 -2.15603 0.95363 -0.0278 0.0018 -0.0649
C -1.66822 -3.52821 1.07284 0.0011 -0.0073 0.1047
C -2.36383 -4.05724 2.15937 0.0416 0.0775 -0.0456
C -2.89226 -3.22277 3.13318 0.0292 0.0408 -0.0664
C -2.73097 -1.84643 3.00308 0.0070 -0.1204 0.0015
C -2.03403 -1.32619 1.92571 0.0088 0.0186 -0.0187
C -0.56283 -2.41872 -1.43354 -0.4188 0.3153 -0.1666
C 0.28443 -3.44886 -1.30140 0.3511 -0.3570 -0.0008
C 0.73672 -4.28996 -2.39549 0.0453 0.1420 0.3594
C 0.31416 -4.07965 -3.63880 -0.1036 0.0330 -0.3419
C -0.76298 -3.12036 -3.93033 -0.5091 0.1852 0.5330
C -1.19193 -2.16323 -2.75817 0.6047 0.2030 0.0755
C 0.12514 1.80007 0.48051 0.1146 -0.0269 0.0253
O 0.05560 1.96053 -0.90270 -0.2801 -0.0426 -0.0466
C -1.22066 1.99347 1.21894 0.1059 0.0769 -0.0602
C -1.29587 1.98634 2.61399 0.0252 0.0104 0.0026
C -2.49990 2.21472 3.26677 -0.0128 0.0145 -0.0821
C -3.65398 2.47988 2.53800 0.0858 -0.0263 -0.0559
C -3.57875 2.53149 1.15226 0.0507 -0.0210 0.0353
C -2.37096 2.30024 0.50389 -0.0592 -0.0026 -0.0273
C 1.00039 3.00197 0.94530 -0.0797 -0.0368 0.0016
C 1.95677 2.93776 1.95476 -0.0019 0.0277 0.0090
C 2.67957 4.07138 2.32407 -0.0706 -0.0146 -0.0724
C 2.45590 5.28464 1.69184 -0.0712 -0.0807 -0.0534
C 1.50247 5.35527 0.67888 0.0414 -0.0381 0.0501
C 0.78596 4.22748 0.31147 -0.0029 -0.0193 0.0025
H 1.30018 -1.27419 4.40412 -0.0115 -0.0603 -0.0528
H 1.61216 -2.79997 3.54033 -0.0181 0.0388 0.0179
H 0.02977 -2.00559 3.39029 0.0428 0.0123 -0.0119
H 3.35319 -0.26105 3.28772 0.0020 -0.0400 -0.0408
H 3.45873 -0.25313 1.50980 -0.0092 -0.0362 0.0600
H 3.64056 -1.77422 2.39281 -0.0111 0.0558 -0.0026
H 1.91120 0.73764 0.47497 0.1373 -0.0288 -0.0002
H 1.25705 -0.93360 -0.77435 0.0333 0.0107 -0.0406
H -1.30791 -4.20053 0.30628 -0.0430 0.0375 0.0502
H -2.50560 -5.13112 2.22482 0.0033 0.0513 -0.0060
H -3.44344 -3.63644 3.97035 0.0145 0.0038 -0.0004
H -3.15146 -1.16983 3.73826 -0.0047 0.0000 0.0030
H -1.92796 -0.25623 1.82734 -0.0171 -0.0767 -0.0140
H 0.75467 -3.59340 -0.33411 0.0058 -0.0205 -0.0773
H 1.51094 -5.02263 -2.19888 -0.0212 0.0389 0.0221
H 0.77014 -4.58861 -4.48050 -0.0772 -0.0607 0.0034
H -0.70392 -2.60157 -4.88483 0.0854 0.0371 -0.0138
H -1.73479 -0.80633 -4.11028 -0.0031 0.1390 0.0032
H -0.40650 1.78326 3.19575 -0.0356 0.0122 -0.0318
H -2.53434 2.18721 4.35053 0.0037 -0.0039 -0.0188
H -4.59727 2.65012 3.04402 0.0093 0.0016 -0.0034
H -4.46582 2.74604 0.56617 0.0374 -0.0083 0.0219
H -2.32171 2.34993 -0.57615 0.0113 -0.0133 0.0435
H 2.14164 2.00172 2.46679 -0.0191 0.0656 -0.0368
H 3.42474 3.99590 3.10866 -0.0141 -0.0019 -0.0164
H 3.02323 6.16347 1.97431 -0.0030 0.0053 0.0015
H 1.32456 6.29309 0.16331 0.0113 -0.0410 0.0245
H 0.06323 4.27155 -0.49439 0.0467 -0.0065 0.0517
Se -3.06936 -4.62731 -2.62819 0.0141 0.0920 0.0708
C -2.13179 -3.34588 -3.43213 0.0911 -0.4306 -0.2812
N -1.61879 -0.91237 -3.11146 0.1911 -0.1200 0.1178
```
Forces are in eV/Å.

---

[2]
This record from the OMol25 dataset describes the molecule C3H9NS at a distorted geometry. The level of theory is wB97M-V/def2-TZVPD.

Calculated values
- Electronic energy: -15582.0422 eV
- Total charge: 0
- Lowest unoccupied orbital energy: 0.996 eV

```
14
Properties=species:S:1:pos:R:3:forces:R:3
C -0.38607 -0.51070 -2.18006 -0.0303 -0.7483 -0.4005
C 0.09236 0.14826 -0.90381 -0.4222 -0.7543 0.9993
C -0.87844 -0.21193 0.26122 1.3941 0.2544 0.2089
S -0.29738 0.55459 1.82176 -0.3288 0.2678 0.1615
N 1.44844 -0.22707 -0.61773 0.1120 0.0797 -0.6299
H -1.20732 -0.00775 -2.68937 0.0555 0.1856 0.1727
H 0.42610 -0.65567 -2.88556 0.2003 0.4450 -0.2038
H -0.71998 -1.54104 -2.00157 -0.1162 0.1370 0.2885
H 0.05951 1.21339 -0.93852 -0.0427 0.9846 -0.5036
H -0.82170 -1.28329 0.42792 -0.5819 -0.1434 -0.1498
H -1.87198 0.19426 0.09863 -0.2052 -0.3180 -0.0532
H 0.55372 -0.38929 2.24160 -0.0397 -0.0891 -0.1952
H 1.93230 0.20838 0.14385 -0.0764 -0.1573 0.0931
H 1.77932 -1.10646 -0.96126 0.0815 -0.1437 0.2122
```
Forces are in eV/Å.

---

[3]
This record from the OMol25 dataset describes the molecule C2HN3O2 at a distorted geometry. The level of theory is wB97M-V/def2-TZVPD.

Calculated values
- Electronic energy: -10650.6665 eV
- Total charge: 0
- Lowest unoccupied orbital energy: -0.730 eV

```
8
Properties=species:S:1:pos:R:3:forces:R:3
C -0.62237 1.98812 -0.25014 0.1227 -4.5934 1.2923
C 2.00245 1.43388 -0.07029 -0.6083 -0.8483 0.3028
N -0.77920 3.06465 -0.51443 -0.5377 3.9301 -0.9039
N 1.22251 0.51874 0.09899 -3.7900 -1.2293 -0.0970
N -0.43327 0.62537 -0.08866 3.2681 0.4063 -0.1410
O -0.97088 0.14810 1.07943 -0.4677 -0.1707 -0.0056
O 2.93904 2.08182 -0.13471 1.3930 1.6315 -0.3730
H -1.37111 -0.72736 0.85457 0.6199 0.8738 -0.0748
```
Forces are in eV/Å.

---

[4]
This record from the OMol25 dataset describes a cluster of 2 separate species, C17H23BCl4N2O2 in total at a distorted geometry. The level of theory is wB97M-V/def2-TZVPD.

Calculated values
- Electronic energy: -75845.1209 eV
- Total charge: 0
- Lowest unoccupied orbital energy: -2.319 eV

```
49
Properties=species:S:1:pos:R:3:forces:R:3
Cl -2.83829 -4.24910 3.67744 0.4385 0.4356 -0.0850
B -1.89524 -2.67963 3.41396 -1.2943 0.3077 0.6708
Cl -2.97128 -1.38504 2.59035 0.3459 -0.4688 0.0944
Cl -1.18287 -1.99193 4.99412 0.0116 -0.1730 -0.3683
O -0.77009 -3.01443 2.47804 2.1052 0.9972 -0.7375
C 0.22549 -2.23674 2.26170 -1.0998 -1.3756 0.5729
C 1.35521 -2.70133 1.51835 0.4293 -0.1527 -0.4683
C 2.40522 -1.79608 1.24685 -0.1842 -0.1969 -0.0161
C 3.47728 -2.16981 0.44802 0.0561 -0.2575 -0.0345
C 3.52629 -3.47706 -0.06415 -0.7393 0.3617 0.4936
Cl 4.81844 -3.93914 -1.09514 -0.0223 -0.0027 0.0794
C 2.51602 -4.40661 0.24541 0.0036 0.0548 0.0853
C 1.43629 -4.02901 1.02762 0.1216 0.4395 -0.0801
H 0.23869 -1.23153 2.69781 -0.1930 -0.1529 -0.0540
H 2.35262 -0.79595 1.67357 0.0579 -0.1122 -0.2054
H 4.28265 -1.47479 0.21175 -0.2752 -0.1643 0.0971
H 2.58740 -5.42293 -0.13201 0.0049 0.2073 0.0236
H 0.63921 -4.72992 1.26352 0.1653 0.1005 -0.0769
C -0.60089 -0.19559 -4.30084 -0.5971 -0.1961 -0.1240
N 0.22333 0.43340 -3.32576 0.1844 -0.5223 0.2858
C 0.48431 1.83802 -3.35321 0.6840 -0.6831 -0.3960
C 0.19015 2.56241 -2.02421 -0.3983 0.4230 -0.1127
C -0.22859 1.63775 -0.88467 0.7983 -1.6472 -0.2597
N -0.89963 2.17085 0.19164 0.2404 0.5363 0.6047
C -1.27844 3.58719 0.18235 -0.4691 -0.3550 -0.1892
C -1.69182 4.07822 1.56086 -0.2957 -0.2897 0.3489
O -2.59883 3.18149 2.21810 0.9033 -0.1017 -0.2145
C -1.97743 1.90898 2.41226 0.0115 -0.1302 -0.2170
C -1.61685 1.25461 1.07488 -0.5461 0.3047 0.1329
C 0.16260 0.31815 -0.91049 -0.5395 1.0340 0.2962
C 0.67641 -0.30592 -2.16001 0.3506 0.5502 -0.9719
H -0.29461 -1.24770 -4.42604 -0.0703 0.3558 -0.1607
H -1.68100 -0.20701 -4.03495 0.2358 -0.0124 -0.1263
H -0.50619 0.32878 -5.26448 -0.0086 -0.3051 0.1807
H 1.56469 1.94513 -3.57300 -0.1543 0.4009 -0.0285
H -0.06646 2.25593 -4.21410 0.1905 0.0677 0.5661
H 1.12070 3.08296 -1.73228 -0.4414 -0.1050 0.1226
H -0.55237 3.34986 -2.23470 0.1524 -0.3263 0.3411
H -0.42315 4.18268 -0.16121 -0.2537 -0.0840 0.0905
H -2.12497 3.76437 -0.50687 0.1957 -0.0709 0.0681
H -0.78343 4.23640 2.16873 -0.3054 -0.0722 0.0816
H -2.25423 5.01388 1.47045 0.3356 -0.0733 -0.0072
H -1.05373 1.99124 3.02785 -0.4737 0.2068 -0.1211
H -2.70941 1.26134 2.92066 0.4144 0.4126 -0.0830
H -2.55961 0.90042 0.60550 0.4334 0.0870 -0.0206
H -1.01134 0.36544 1.28816 -0.2263 0.3998 -0.0560
H 0.14449 -0.32712 -0.03147 -0.3484 0.2761 -0.2594
H 0.35500 -1.35343 -2.29657 0.1467 0.3879 0.3237
H 1.78827 -0.28169 -2.14381 -0.0812 -0.3159 -0.0861
```
Forces are in eV/Å.